Record 1
Formula: C11H14
Source: OMol25
Level of theory: wB97M-V/def2-TZVPD

Calculated values
- SMILES string: C1=CC12CC[C@]13CCC[C@]21C3
- ΔE to the lowest compared entry with this formula, charge and spin: 252.9 kJ/mol
- Calculated total energy: -427.3855 hartree
- Frontier orbital gap: 9.877 eV
- LUMO: 1.089 eV
- Net charge: 0
- E_HOMO: -8.79 eV

The geometry in XYZ format:
```
25
C11H14 (wB97M-V/def2-TZVPD)
C -2.76035 -0.58200 0.61576
C -2.47488 -1.08218 -0.54124
C -1.50458 -0.07194 -0.03328
C -1.43457 1.42609 -0.50643
C 0.11237 1.80493 -0.49458
C 0.85068 0.72488 0.25764
C 2.24644 0.25522 -0.23991
C 1.93318 -1.21853 -0.63392
C 0.67642 -1.72036 0.15423
C -0.06400 -0.43511 0.50677
C 0.35693 0.51680 1.63173
H -3.52736 -0.38747 1.39941
H -2.68696 -1.76307 -1.38160
H -2.04315 1.96105 0.20577
H -1.66154 1.43128 -1.50762
H 0.44545 1.96941 -1.43289
H 0.16633 2.76002 -0.04561
H 2.99268 0.16378 0.54834
H 2.53328 0.93302 -1.12542
H 1.60423 -1.11192 -1.65787
H 2.72838 -2.01068 -0.53714
H 0.12379 -2.39565 -0.52316
H 0.83723 -2.41439 0.98736
H 1.03303 0.05736 2.36392
H -0.48302 1.18945 1.98975
```

Per-atom Mulliken charges, elementary charge units: C -0.800; C -0.577; C 0.383; C -0.785; C -1.559; C 1.013; C -1.035; C -0.561; C -0.956; C 0.881; C -1.101; H 0.376; H 0.424; H 0.433; H 0.324; H 0.605; H 0.378; H 0.342; H 0.317; H 0.277; H 0.352; H 0.269; H 0.409; H 0.360; H 0.231


Record 2
Formula: C4H4NO3S
Source: OMol25
Level of theory: wB97M-V/def2-TZVPD

Calculated values
- SMILES string: CN1C(=O)C=S(=O)=C1[O-]
- ΔE to the lowest compared entry with this formula, charge and spin: 294.7 kJ/mol
- Calculated total energy: -833.4825 hartree
- Frontier orbital gap: 7.703 eV
- LUMO: 3.633 eV
- Net charge: -1
- E_HOMO: -4.07 eV

The geometry in XYZ format:
```
13
C4H4NO3S (wB97M-V/def2-TZVPD)
C 0.61921 -0.91763 0.17577
N -0.59912 -0.14748 0.03495
C -0.68659 1.30008 -0.09351
O 0.35515 1.95102 -0.05682
C -2.04057 1.66523 -0.14981
S -3.13671 0.33591 -0.38831
O -4.04065 0.10862 0.83632
C -1.68305 -0.80489 -0.19879
O -1.68219 -2.24641 -0.31672
H 0.49472 -1.86400 -0.36301
H 1.43025 -0.27119 -0.07933
H 0.73269 -1.16184 1.27046
H -2.48877 2.68647 -0.21662
```

Per-atom Mulliken charges, elementary charge units: C -1.002; N 0.149; C 0.469; O -0.707; C -0.625; S 0.215; O -0.635; C 0.579; O -0.719; H 0.354; H 0.372; H 0.244; H 0.307


Record 3
Formula: C34H56BGeN6OS3Tc
Source: OMol25
Level of theory: wB97M-V/def2-TZVPD

Calculated values
- Multiplicity: 2
- Calculated total energy: -5109.2297 hartree
- Frontier orbital gap (spin up / spin down): 6.086 / 6.076 eV
- LUMO (spin up / spin down): -10.593 / -10.439 eV
- Net charge: +3
- E_HOMO (spin up / spin down): -16.68 / -16.52 eV

The geometry in XYZ format:
```
103
C34H56BGeN6OS3Tc (wB97M-V/def2-TZVPD)
Tc 0.16760 2.71608 -0.78815
C 1.33405 1.44569 4.30624
C 1.40583 0.53679 3.12154
C 2.03982 -0.68133 3.12112
C 2.10584 -1.48164 1.95612
N 1.48483 -1.11314 0.85210
N 0.85043 0.04726 0.86849
B -0.11044 0.45319 -0.28107
N 0.01188 -0.44243 -1.53903
N -0.34724 -1.71658 -1.34011
C -0.28366 -2.54542 -2.35349
C 0.17130 -2.10452 -3.62334
C 0.50694 -0.79928 -3.83877
C 0.95244 -0.25770 -5.15919
C 0.38635 0.04560 -2.71121
S 0.72122 1.73738 -2.81308
C -0.73369 -3.97710 -2.14499
C 0.44343 -4.91313 -2.46017
C -1.19688 -4.19624 -0.70740
C -1.89874 -4.25982 -3.10754
N -1.54840 0.21407 0.31349
N -1.65466 -0.79497 1.18172
C -2.85083 -1.11242 1.61861
C -3.99732 -0.43325 1.13589
C -3.88505 0.61573 0.26690
C -5.05167 1.40272 -0.23728
C -2.56323 0.94948 -0.11031
S -2.17857 2.35508 -1.03607
C -2.96689 -2.19647 2.67270
C -3.55861 -1.55567 3.93959
C -3.90632 -3.30107 2.16678
C -1.59942 -2.79589 2.99361
C 0.83453 0.89187 1.89060
S 0.08054 2.42928 1.53290
C 2.87204 -2.78945 1.94685
C 2.85523 -3.42132 0.55673
C 2.20400 -3.73978 2.95411
C 4.32398 -2.51639 2.36832
H 1.86765 1.02295 5.15373
H 1.76857 2.42030 4.07466
H 0.29621 1.61160 4.60188
H 2.52399 -1.02745 4.02535
H 0.22954 -2.81285 -4.43952
H 1.02353 -1.05202 -5.89784
H 0.24688 0.49003 -5.52747
H 1.92993 0.22121 -5.07371
H 1.29301 -4.71954 -1.80348
H 0.12872 -5.94563 -2.31040
H 0.77935 -4.82440 -3.49434
H -0.38967 -4.01682 0.00413
H -2.02435 -3.53228 -0.45350
H -1.53291 -5.22676 -0.59425
H -1.60944 -4.15386 -4.15393
H -2.23668 -5.28633 -2.96802
H -2.74400 -3.59666 -2.91338
H -4.97701 -0.73422 1.48375
H -5.98691 0.97796 0.11844
H -4.99060 2.43776 0.10470
H -5.06939 1.41715 -1.32819
H -4.55525 -1.14668 3.76773
H -3.64644 -2.31286 4.71831
H -2.91756 -0.75576 4.31600
H -4.90734 -2.92948 1.94433
H -3.50976 -3.78401 1.27296
H -4.01108 -4.06144 2.94042
H -0.91752 -2.04459 3.39756
H -1.72116 -3.57985 3.74082
H -1.14077 -3.23188 2.10518
H 1.83577 -3.62358 0.22802
H 3.33229 -2.77628 -0.18301
H 3.40121 -4.36358 0.58918
H 1.17106 -3.95058 2.67190
H 2.75002 -4.68259 2.97462
H 2.20963 -3.33676 3.96836
H 4.81392 -1.82528 1.67989
H 4.39806 -2.11202 3.37867
H 4.88134 -3.45255 2.35506
C 2.06506 5.55273 0.33356
Ge 2.72553 4.21408 -0.92119
C 4.55875 3.67813 -0.53563
C 2.49103 4.63934 -2.80372
C 2.08576 2.19197 -0.44390
H 1.92957 6.49812 -0.19243
H 2.81136 5.70227 1.11305
H 1.12684 5.28157 0.81334
H 5.16932 4.56845 -0.70180
H 4.90229 2.89135 -1.20350
H 4.67663 3.36870 0.50084
H 3.04745 5.55986 -2.99167
H 1.45472 4.80653 -3.09056
H 2.91571 3.85771 -3.43186
H 2.47194 2.05884 0.56318
H 2.66177 1.58141 -1.13545
C -1.73231 6.48472 -0.58056
C -1.16131 5.62123 -1.63789
C -1.31408 5.99166 -3.06318
O -0.54577 4.58333 -1.32815
H -1.56149 7.53664 -0.81436
H -1.35229 6.23359 0.40563
H -2.81915 6.34294 -0.59667
H -2.30361 6.41343 -3.24254
H -1.11888 5.15169 -3.72519
H -0.59837 6.79415 -3.27718
```

Mulliken atomic charge list, values in e, 99 entries: Tc -0.848; C -1.712; C -0.179; C -0.083; C 0.031; N -1.169; N 1.272; B 1.546; N 0.116; N -0.150; C 0.053; C -0.467; C 0.065; C -1.936; C 1.172; S -0.092; C 2.033; C -1.445; C -1.208; C -1.757; N 0.560; N -0.069; C 0.042; C -0.632; C 0.120; C -1.845; C 0.414; S -0.362; C 2.271; C -1.764; C -1.517; C -1.484; C 0.555; S -0.454; C 1.945; C -1.435; C -1.412; C -1.796; H 0.472; H 0.373; H 0.384; H 0.544; H 0.514; H 0.423; H 0.422; H 0.410; H 0.136; H 0.495; H 0.382; H -0.324; H 0.177; H 0.546; H 0.382; H 0.479; H 0.353; H 0.492; H 0.423; H 0.384; H 0.395; H 0.382; H 0.483; H 0.346; H 0.420; H 0.174; H 0.494; H 0.249; H 0.623; H -0.155; H -0.226; H 0.338; H 0.555; H 0.133; H 0.509; H 0.380; H 0.397; H 0.362; H 0.479; C -1.107; Ge 1.004; C -1.327; C -1.176; C -1.468; H 0.429; H 0.435; H 0.270; H 0.438; H 0.394; H 0.428; H 0.438; H 0.282; H 0.352; H 0.794; H 0.613; C -1.157; C 0.735; C -1.186; O -0.572; H 0.408; H 0.313